The following is a quantum chemistry calculation of a molecular structure, C16H15BrIrS in a non-equilibrium geometry, from the Open Molecules 2025 dataset.

Calculated values
2S+1 ... 5
E ... -3695.08954 Eh
HOMO level (spin up / spin down) ... -2.02 / -3.45 eV
Kohn-Sham gap (spin up / spin down) ... 0.1845 / 0.2134 Eh
Net charge ... -1
Maximum force ... 3.98 eV/Å

Positions of all 34 atoms, in Å:
C 2.06151 -1.44781 -0.41087
C 1.37650 -1.32816 0.84252
C -0.00372 -1.27518 0.56846
H 1.85179 -1.21275 1.86037
C -0.21411 -1.39025 -0.82503
C 1.04042 -1.47266 -1.45703
H 1.21601 -1.68002 -2.53911
H 3.15654 -1.67476 -0.53252
H -0.76360 -1.25929 1.33959
H -1.18759 -1.42980 -1.30946
Ir 1.13474 0.52638 -0.53713
Br 2.01246 1.99227 1.13180
C 2.06620 2.05656 -2.25397
C 2.04358 0.93919 -3.12191
C 3.02309 0.03835 -2.70029
H 1.50816 0.89668 -4.08228
C 3.67786 0.55631 -1.59311
C 3.21738 1.86241 -1.35771
H 3.76076 2.66377 -0.79436
H 1.52150 3.01002 -2.36268
H 3.34805 -0.84070 -3.26472
H 4.54110 0.11782 -1.08144
S -0.76782 1.70786 -0.77925
C -1.98832 1.23220 0.40939
C -1.97262 1.60892 1.76864
C -3.00299 1.27155 2.64985
C -4.11318 0.57701 2.17435
C -4.19737 0.23514 0.82700
C -3.15341 0.59840 -0.02545
H -1.13834 2.22388 2.14591
H -2.96836 1.56533 3.70013
H -4.90980 0.25691 2.86255
H -5.06205 -0.29801 0.45091
H -3.26016 0.40441 -1.09492

=====

The following is a quantum chemistry calculation of 2 unconnected molecules or ions with the total composition C27H36N4O5 in a non-equilibrium geometry, from the Open Molecules 2025 dataset.

Calculated values
E ... -1645.65141 Eh
HOMO level ... -7.28 eV
Kohn-Sham gap ... 0.2592 Eh
Net charge ... 0
SMILES string ... CN1C(=O)C(=Cc2ccc(N(C)C)cc2)C(=O)N(C)C1=O.COC(=O)[C@@H]1CCCN1C1=CCCCC1
Maximum force ... 3.14 eV/Å

Positions of all 72 atoms, in Å:
C -4.53857 -3.38554 -0.03200
N -4.01416 -2.08382 -0.37262
C -2.69117 -1.80484 -0.01481
O -2.14826 -2.51868 0.84323
C -2.03808 -0.70169 -0.72030
C -0.68202 -0.82702 -0.93322
C 0.18737 0.17300 -1.55880
C 0.60895 1.34001 -0.89635
C 1.52507 2.20267 -1.48134
C 1.93190 2.00546 -2.83393
N 2.65546 2.94212 -3.51587
C 3.27789 4.06784 -2.84737
C 2.69892 2.98895 -4.96476
C 1.54338 0.79823 -3.47677
C 0.70321 -0.09251 -2.84279
C -2.90421 0.37897 -1.22403
O -2.49895 1.48954 -1.56278
N -4.28757 0.08207 -1.28413
C -5.18548 0.97293 -1.97978
C -4.84347 -1.18696 -1.05692
O -5.99168 -1.45453 -1.39686
H -5.56498 -3.42605 -0.38830
H -3.92889 -4.15528 -0.52002
H -4.48709 -3.52950 1.05108
H -0.40627 -1.86229 -1.12528
H 0.18723 1.53921 0.08919
H 1.87834 3.06905 -0.91936
H 3.83943 3.74077 -1.96272
H 3.96959 4.52403 -3.56060
H 2.54450 4.82687 -2.53892
H 2.59753 1.99931 -5.41388
H 1.90429 3.62892 -5.37602
H 3.66675 3.40955 -5.25410
H 1.90339 0.56426 -4.47870
H 0.40526 -1.01252 -3.35028
H -4.74712 1.96584 -2.01258
H -5.36647 0.59897 -2.99474
H -6.13966 0.97918 -1.44992
C -3.21510 0.17808 3.21377
O -1.84801 -0.11752 3.56543
C -0.95065 0.40578 2.71761
O -1.27166 0.91259 1.65362
C 0.46125 0.39270 3.25465
C 0.79747 1.80556 3.78484
C 2.13349 2.20139 3.16423
C 2.60244 1.00212 2.33535
N 1.46195 0.10665 2.25387
C 1.65365 -1.16615 1.72642
C 0.71943 -1.78720 0.92316
C 1.02399 -3.08238 0.22738
C 2.47146 -3.59454 0.33851
C 3.10742 -3.27265 1.68218
C 3.02487 -1.77258 1.97145
H -3.80631 -0.23008 4.03246
H -3.36375 1.26127 3.12219
H -3.46378 -0.31062 2.26762
H 0.47990 -0.34315 4.07943
H 0.01044 2.52375 3.51337
H 0.84864 1.74676 4.87629
H 2.02818 3.08733 2.52688
H 2.87403 2.42381 3.94023
H 2.95348 1.28227 1.32960
H 3.45610 0.53312 2.85066
H -0.31876 -1.48627 1.05243
H 0.32272 -3.85008 0.59554
H 0.83609 -3.00847 -0.85129
H 2.48903 -4.67615 0.16225
H 3.06672 -3.13386 -0.46162
H 2.59493 -3.83098 2.47630
H 4.15731 -3.59161 1.68894
H 3.75935 -1.25296 1.32972
H 3.33931 -1.60248 3.01391

=====

The following is a quantum chemistry calculation of a single C3H3NO3 molecule, from the Open Molecules 2025 dataset.

Calculated values
E ... -396.56279 Eh
HOMO level ... -10.47 eV
Kohn-Sham gap ... 0.4031 Eh
Net charge ... 0
SMILES string ... [H]/N=C(/C=O)OC=O
Maximum force ... 0.62 eV/Å

Positions of all 10 atoms, in Å:
H 0.38997 -2.28230 -1.02824
N 0.79293 -1.36523 -1.22694
C 0.23725 -0.45849 -0.56335
C 0.62614 0.99328 -0.79184
O -0.10272 1.73899 -1.39149
O -0.81093 -0.71740 0.31925
C -0.89156 0.07847 1.41268
O -0.14342 0.98418 1.65666
H 1.62802 1.27692 -0.43049
H -1.72569 -0.24842 2.04376

=====

The following is a quantum chemistry calculation of a molecular structure, C2H7NO3 in a non-equilibrium geometry, from the Open Molecules 2025 dataset.

Calculated values
E ... -360.82029 Eh
HOMO level ... -8.68 eV
Kohn-Sham gap ... 0.3180 Eh
Net charge ... 0
Maximum force ... 4.63 eV/Å

Positions of all 13 atoms, in Å:
H 1.18955 -0.19618 1.20882
O 1.36890 1.07051 1.25818
O 0.67537 -1.25571 0.84773
H 0.50199 1.48776 1.30916
H 1.90085 1.27616 1.96030
C -0.27271 -1.49394 -0.01746
O -0.69600 -2.56429 -0.50034
C -1.14914 -0.32956 -0.75376
H -1.53307 -0.63070 -1.70800
H -2.03444 -0.12670 -0.15662
N -0.28122 0.85545 -0.78761
H 0.71381 0.54605 -0.85739
H -0.38389 1.36118 -1.80302

=====

So what do the calculations give for relative energy (zero: lowest compared OMol25 entry of this formula, charge and spin)? Going down the list: 0.0; 18.8; 38.7; 58.6 kcal/mol.